(1)
Below is a cluster of 7 separate species, C24H46Cl6O8 in total in a non-equilibrium geometry, with properties calculated with ωB97M-V/def2-TZVPD.

## Properties
Highest occupied orbital energy = -9.640 eV
E = -4304.9481 Ha
Gap between HOMO and LUMO = 0.27788 Eh

Geometry as ORCA input:
```
! wB97M-V def2-TZVPD RIJCOSX def2/J DEFGRID3
* xyz 0 1
C 0.71 0.09 -0.40
C 1.05 -0.46 0.78
C 0.22 -0.29 2.00
O 0.50 -0.79 3.13
C -0.94 0.54 1.80
C -1.21 1.16 0.61
C -0.41 1.00 -0.60
O -0.67 1.59 -1.69
O -2.26 2.03 0.53
O 2.15 -1.32 0.91
H 1.39 -0.06 -1.22
H -1.58 0.78 2.63
H -2.59 2.13 -0.37
H 2.20 -1.65 1.81
C -0.63 -4.49 -3.88
Cl -0.48 -5.74 -5.12
Cl -0.13 -5.08 -2.25
Cl -2.26 -3.82 -3.74
H -0.02 -3.64 -4.23
C 6.52 -3.42 -2.27
Cl 5.40 -3.01 -3.66
Cl 8.15 -3.38 -2.82
Cl 6.19 -5.06 -1.60
H 6.26 -2.69 -1.51
C -3.97 5.52 -2.56
C -4.94 4.75 -3.50
O -5.14 3.53 -2.83
C -5.78 2.70 -3.74
C -5.77 1.42 -2.98
H -3.80 6.55 -2.89
H -4.25 5.64 -1.51
H -3.02 4.98 -2.56
H -5.91 5.22 -3.65
H -4.38 4.49 -4.39
H -6.83 2.92 -3.91
H -5.32 2.49 -4.70
H -4.79 0.94 -3.01
H -6.43 0.63 -3.37
H -6.11 1.61 -1.96
C 3.19 2.11 -6.81
C 4.58 2.44 -7.30
O 4.84 1.66 -8.47
C 6.17 1.60 -9.00
C 6.62 2.87 -9.73
H 2.53 2.28 -7.67
H 3.19 1.07 -6.49
H 2.91 2.80 -6.01
H 4.66 3.49 -7.56
H 5.35 2.21 -6.56
H 6.82 1.27 -8.19
H 6.38 0.82 -9.74
H 7.70 2.84 -9.83
H 6.32 3.72 -9.12
H 6.28 2.92 -10.77
C -5.62 -0.17 7.04
C -6.16 0.20 8.47
O -7.51 0.40 8.39
C -8.00 0.98 9.60
C -9.45 1.36 9.31
H -4.54 -0.30 7.01
H -6.11 -1.08 6.69
H -5.89 0.51 6.23
H -5.90 -0.59 9.17
H -5.61 1.10 8.74
H -7.93 0.32 10.46
H -7.47 1.92 9.77
H -9.74 2.26 9.85
H -10.19 0.61 9.60
H -9.65 1.47 8.25
C 7.04 -2.47 3.39
C 6.31 -3.25 4.51
O 5.25 -4.00 4.02
C 4.61 -4.86 4.95
C 3.63 -5.63 4.08
H 7.24 -3.11 2.53
H 6.44 -1.58 3.18
H 8.02 -2.17 3.76
H 7.06 -3.88 4.99
H 6.01 -2.67 5.38
H 5.30 -5.49 5.50
H 4.05 -4.20 5.62
H 2.96 -6.26 4.66
H 4.12 -6.33 3.40
H 3.06 -4.97 3.43
*
```



(2)
Below is a cluster of 8 separate species, C24H46FNO15S3 in total in a non-equilibrium geometry, with properties calculated with ωB97M-V/def2-TZVPD.

## Properties
Highest occupied orbital energy = -8.573 eV
E = -3419.4630 Ha
Gap between HOMO and LUMO = 0.31159 Eh
Energy relative to the best compared isomer or geometry (same formula, charge and spin) = 2.531 eV

Geometry as ORCA input:
```
! wB97M-V def2-TZVPD RIJCOSX def2/J DEFGRID3
* xyz 0 1
N -0.55 0.10 0.34
H -1.21 0.17 1.21
H 0.51 0.37 0.31
H -0.94 0.74 -0.29
H -0.77 -0.79 0.13
F -1.14 -0.69 -2.32
C 1.06 7.69 -0.72
C 1.63 6.19 -0.54
C 1.70 5.78 0.97
O 0.83 4.69 1.00
C 0.24 4.42 -0.14
O -0.60 3.46 -0.34
O 0.64 5.29 -1.03
H 1.80 8.28 -0.21
H 0.02 7.60 -0.37
H 1.02 7.85 -1.83
H 2.55 6.17 -1.01
H 1.53 6.51 1.55
H 2.78 5.37 1.11
C 5.91 2.09 -0.80
C 4.78 2.99 -0.31
C 3.60 2.69 -1.29
O 2.73 1.92 -0.46
C 2.99 2.06 0.73
O 2.29 1.49 1.59
O 4.19 2.58 0.90
H 6.89 1.92 -0.26
H 6.28 2.39 -1.89
H 5.71 1.19 -0.99
H 5.18 4.02 -0.16
H 3.91 2.06 -2.11
H 3.16 3.63 -1.54
C -0.61 2.35 -3.28
C -1.62 1.77 -4.30
C -2.93 1.41 -3.44
O -3.87 2.17 -4.19
C -3.38 2.92 -5.05
O -3.96 3.81 -5.73
O -2.07 2.72 -5.18
H -1.08 3.11 -2.76
H 0.32 2.54 -3.81
H -0.37 1.56 -2.46
H -0.96 0.97 -4.78
H -3.06 1.39 -2.36
H -3.21 0.52 -3.69
C -3.95 -2.24 -1.15
C -4.49 -3.44 -0.36
C -4.29 -3.14 1.21
S -4.16 -1.44 1.33
O -2.92 -1.05 1.88
O -5.39 -1.05 2.12
C -4.34 -1.01 -0.40
H -4.29 -2.02 -2.13
H -2.94 -2.29 -1.10
H -3.88 -4.37 -0.83
H -5.52 -3.46 -0.74
H -3.20 -3.45 1.66
H -5.16 -3.50 1.75
H -3.60 -0.06 -0.82
H -5.32 -0.81 -0.67
C 2.59 -1.54 5.49
C 2.82 -2.90 5.06
C 1.73 -3.18 3.98
S 0.40 -2.18 4.36
O -0.85 -2.80 4.80
O 0.21 -1.28 3.23
C 1.08 -1.23 5.65
H 2.99 -0.81 4.71
H 3.03 -1.43 6.43
H 2.67 -3.56 5.87
H 4.06 -3.10 4.68
H 1.21 -4.22 4.27
H 2.05 -3.33 3.02
H 0.69 -1.75 6.59
H 1.15 -0.20 5.79
C -1.24 -5.29 -1.79
C 0.05 -4.62 -2.36
C 0.71 -3.81 -1.22
S -0.03 -4.24 0.32
O -0.80 -3.16 0.83
O 0.94 -4.78 1.14
C -0.98 -5.55 -0.25
H -1.23 -6.12 -2.37
H -2.04 -4.58 -1.66
H -0.35 -4.02 -3.19
H 0.83 -5.44 -2.73
H 0.46 -2.75 -1.39
H 1.78 -4.02 -1.27
H -1.98 -5.68 0.33
H -0.40 -6.60 -0.31
*
```



(3)
Below is a structure of composition C24H46IrN5OSi2, with properties calculated with ωB97M-V/def2-TZVPD.

## Properties
Highest occupied orbital energy (spin up / spin down) = -12.672 / -12.674 eV
E = -1973.9866 Ha
Gap between HOMO and LUMO (spin up / spin down) = 0.25254 / 0.25230 Eh
Energy relative to the best compared isomer or geometry (same formula, charge and spin) = 0.448 eV

Geometry as ORCA input:
```
! wB97M-V def2-TZVPD RIJCOSX def2/J DEFGRID3
* xyz 2 1
Ir 0.21 0.04 -0.51
C 0.74 2.32 -2.20
Si -1.12 2.37 -1.95
C -2.03 2.55 -3.56
C -1.52 3.81 -0.82
N -1.42 0.83 -1.11
C -2.52 0.02 -1.04
C -3.78 0.26 -1.61
C -4.80 -0.63 -1.35
C -4.59 -1.75 -0.52
C -3.36 -2.00 0.04
C -2.30 -1.11 -0.22
N -1.04 -1.18 0.28
Si -0.38 -2.29 1.50
C -0.55 -4.08 1.00
C -1.23 -1.96 3.13
C 1.44 -1.80 1.58
H 1.11 3.33 -2.37
H 1.04 1.71 -3.05
H 1.32 1.96 -1.32
H -1.54 3.33 -4.14
H -3.07 2.87 -3.41
H -2.03 1.64 -4.15
H -1.69 4.70 -1.42
H -0.71 4.04 -0.13
H -2.43 3.63 -0.24
H -3.96 1.12 -2.23
H -5.78 -0.46 -1.77
H -5.41 -2.43 -0.33
H -3.22 -2.86 0.68
H -1.43 -4.26 0.38
H -0.65 -4.70 1.89
H 0.32 -4.43 0.46
H -2.27 -2.30 3.12
H -1.23 -0.90 3.38
H -0.72 -2.50 3.94
H 1.69 -0.81 1.16
H 2.07 -2.53 1.07
H 1.78 -1.75 2.62
O 1.86 -0.65 -1.53
C 1.90 -1.18 -2.67
C 0.70 -1.35 -3.55
C 0.50 -2.89 -3.64
C 0.97 -3.68 -2.39
C 2.46 -4.08 -2.37
C 3.42 -2.92 -2.13
N 3.02 -1.81 -3.04
H 0.86 -0.91 -4.54
H -0.15 -0.86 -3.08
H 1.01 -3.28 -4.52
H -0.57 -3.07 -3.81
H 0.38 -4.59 -2.34
H 0.71 -3.11 -1.49
H 2.70 -4.55 -3.33
H 2.62 -4.84 -1.61
H 4.46 -3.19 -2.33
H 3.37 -2.53 -1.11
H 2.99 -2.12 -4.00
C 1.43 2.22 4.59
C 1.45 1.19 3.43
N 0.90 1.79 2.22
C -0.41 2.37 2.52
C -0.24 3.61 3.43
N 1.16 3.56 3.98
C 2.15 3.82 2.87
C 1.81 2.83 1.74
H 2.37 2.28 5.13
H 0.63 2.03 5.31
H 0.86 0.32 3.71
H 2.46 0.86 3.23
H -1.02 1.61 3.00
H -0.91 2.64 1.59
H -0.93 3.62 4.27
H -0.34 4.55 2.88
H 1.26 4.28 4.69
H 3.14 3.67 3.29
H 2.04 4.86 2.57
H 2.72 2.36 1.36
H 1.33 3.34 0.90
*
```